Computed, not measured: a cluster of 15 separate species, C64H170N12O20 in total at a distorted geometry, with ωB97M-V/def2-TZVPD.

Each line ends with the Mulliken charge.
Positions of all 266 atoms, in Å:
C (8.04880, 0.50308, -1.67318)  -1.0721
C (7.73713, -0.23309, -0.31695)  0.3528
C (6.54260, 0.23907, 0.53356)  -0.2919
O (6.82747, 1.49701, 1.04734)  -0.3392
C (5.74852, 2.12912, 1.67426)  -0.7212
N (7.74285, -1.67676, -0.55633)  -0.7703
H (8.89532, 0.02820, -2.16915)  0.4078
H (8.09243, 1.55548, -1.39275)  0.2153
H (7.15083, 0.53039, -2.29045)  0.0529
H (8.63749, -0.09208, 0.28102)  0.3614
H (6.39058, -0.34923, 1.43849)  0.4490
H (5.69342, 0.28810, -0.14805)  0.0025
H (5.15604, 1.37987, 2.19932)  0.5059
H (5.08202, 2.64950, 0.98646)  0.0418
H (6.15433, 2.85708, 2.37676)  0.2887
H (7.16058, -1.80585, -1.37143)  0.1459
H (7.40047, -2.20381, 0.23429)  0.3151
C (-3.62911, -0.60194, 6.65986)  -0.4823
C (-2.75971, -1.74799, 5.93166)  0.5994
C (-1.74452, -2.39638, 6.92885)  -1.4886
O (-0.72240, -1.46789, 7.26266)  0.0709
C (0.48674, -1.99492, 7.86614)  -1.2008
N (-3.72224, -2.64813, 5.35523)  0.8933
H (-4.08725, -1.04040, 7.54640)  0.5146
H (-4.44036, -0.17530, 6.06999)  -0.4187
H (-2.89794, 0.12932, 7.00446)  0.0925
H (-2.18595, -1.40884, 5.06918)  -0.2898
H (-1.26762, -3.22398, 6.40373)  0.6395
H (-2.28086, -2.79702, 7.78904)  0.2187
H (1.08321, -1.34395, 8.50533)  0.3010
H (1.23790, -2.51002, 7.26736)  0.3825
H (0.13603, -2.74295, 8.57715)  0.4379
H (-3.50381, -3.39957, 4.71669)  -0.3510
H (-4.22959, -3.02904, 6.14111)  0.1755
C (6.46689, -4.08180, -2.90772)  -1.7255
C (6.72752, -2.68238, -3.43871)  0.7708
C (6.64130, -2.70859, -4.98993)  -1.0031
O (7.11244, -1.46153, -5.44649)  -0.2747
C (7.10591, -1.53957, -6.89999)  -0.6470
N (5.71865, -1.79799, -2.84076)  -0.2181
H (6.39349, -3.96766, -1.82620)  0.3852
H (7.27368, -4.74958, -3.20980)  0.4715
H (5.63660, -4.63678, -3.34444)  0.3203
H (7.68409, -2.34248, -3.04177)  0.4219
H (5.63861, -3.00716, -5.29583)  0.3280
H (7.35712, -3.43985, -5.36537)  0.4890
H (7.78047, -0.84249, -7.39713)  0.2712
H (6.10230, -1.25656, -7.21741)  0.1096
H (7.43005, -2.46757, -7.37098)  0.3395
H (4.77158, -2.13950, -2.92150)  -0.0156
H (5.67175, -0.98286, -3.43530)  0.0132
C (-1.75359, -2.31951, -4.05967)  -2.1861
C (-0.55805, -2.06298, -5.04043)  1.6822
C (0.55266, -3.16565, -4.99155)  -1.0707
O (1.09214, -3.23094, -3.64710)  0.1217
C (1.83430, -4.40727, -3.45875)  -1.0015
N (-1.18539, -2.08790, -6.39173)  -0.6089
H (-2.37080, -1.42247, -4.10948)  0.5305
H (-1.50676, -2.58310, -3.03122)  0.4191
H (-2.28926, -3.18504, -4.44954)  0.4507
H (-0.11637, -1.09833, -4.79049)  -0.2989
H (1.21940, -2.87305, -5.80269)  0.2103
H (0.17191, -4.11757, -5.36169)  0.3705
H (1.26732, -5.33765, -3.42686)  0.3593
H (2.30102, -4.32268, -2.47736)  0.2182
H (2.71259, -4.65524, -4.05474)  0.3327
H (-0.80261, -1.50371, -7.12131)  0.1237
H (-2.14145, -1.79085, -6.25817)  0.2449
C (-4.99051, 3.06681, 1.22192)  -1.0556
C (-5.63499, 4.25819, 1.94366)  0.4312
C (-6.46063, 3.81841, 3.09863)  -0.4550
O (-7.17158, 4.88298, 3.72316)  -0.4417
C (-7.34281, 4.91499, 5.10395)  -0.6167
N (-4.76250, 5.31682, 2.36589)  -0.7437
H (-4.05328, 2.80648, 1.71379)  -0.0025
H (-4.74889, 3.18854, 0.16604)  0.3836
H (-5.69814, 2.24001, 1.16060)  0.3585
H (-6.31752, 4.73187, 1.23806)  0.2446
H (-5.71870, 3.52388, 3.84084)  0.1379
H (-7.11468, 2.96775, 2.90710)  0.4444
H (-7.98778, 4.05080, 5.26292)  0.2496
H (-7.91066, 5.78914, 5.42254)  0.2746
H (-6.41158, 4.70337, 5.62944)  0.2553
H (-5.33606, 5.75091, 3.07490)  0.3297
H (-4.05147, 4.99985, 3.00938)  -0.1723
C (4.56834, 3.42489, -2.93903)  -0.7068
C (5.13178, 4.32578, -1.79393)  1.9860
C (6.69809, 4.32292, -1.64068)  -0.3492
O (7.01660, 4.94463, -0.36325)  -0.3319
C (8.34822, 4.61248, -0.03592)  -0.7378
N (4.56164, 5.71637, -2.08063)  -0.6382
H (4.48705, 3.98292, -3.87183)  0.4068
H (3.55641, 3.08838, -2.71352)  -0.3821
H (5.15629, 2.55771, -3.23969)  0.3287
H (4.68103, 3.88658, -0.90397)  -1.2951
H (7.10069, 5.05878, -2.33675)  0.4468
H (7.04079, 3.30520, -1.82750)  -0.0773
H (8.38532, 3.54385, 0.17563)  0.2364
H (8.70041, 5.26278, 0.76481)  0.2543
H (9.05996, 4.83340, -0.83136)  0.3427
H (4.64017, 6.38996, -1.33215)  0.2411
H (4.98178, 6.24198, -2.83384)  0.2562
C (-7.53863, -1.58814, 5.75706)  -1.7197
C (-7.75351, -0.09648, 5.51745)  0.2230
C (-7.57654, 0.79628, 6.82565)  -0.7293
O (-7.93597, 0.35274, 8.14498)  -0.4410
C (-9.26337, -0.06201, 8.20084)  -0.7475
N (-7.02996, 0.48178, 4.42189)  0.0668
H (-6.89804, -1.86213, 6.59531)  0.2815
H (-7.04852, -2.16184, 4.97045)  0.5299
H (-8.50607, -2.05799, 5.93425)  0.4175
H (-8.78728, 0.00989, 5.18864)  0.5578
H (-7.97997, 1.80550, 6.74304)  0.4511
H (-6.50546, 0.99763, 6.84403)  0.2585
H (-9.32947, -1.10620, 7.89522)  0.2429
H (-9.91496, 0.45020, 7.49291)  0.3191
H (-9.64103, -0.03169, 9.22289)  0.3032
H (-7.46735, 0.26571, 3.53751)  0.2930
H (-6.09321, 0.10702, 4.46828)  -0.3422
C (-6.05775, -1.34028, -1.90324)  -0.9486
C (-6.78369, -1.70073, -0.59624)  0.1524
O (-7.92417, -0.81317, -0.44592)  -0.5292
H (-5.86782, -0.27016, -1.98608)  0.2706
H (-6.80387, -1.45860, -2.68899)  0.4469
H (-5.16975, -1.94683, -2.08112)  0.1706
H (-6.21451, -1.72975, 0.33289)  -0.1224
H (-7.15882, -2.71507, -0.73222)  0.2561
H (-8.62626, -1.18445, -0.98519)  0.3065
C (-5.31977, -4.90237, 0.82559)  -0.9937
C (-5.59115, -5.42881, 2.19306)  -1.3663
O (-4.82818, -4.68222, 3.08079)  0.3750
H (-4.34776, -5.29587, 0.52815)  0.4681
H (-5.42470, -3.83721, 0.61939)  -0.2713
H (-6.08583, -5.27148, 0.14368)  0.4527
H (-5.28194, -6.43265, 2.48427)  0.6910
H (-6.58626, -5.15588, 2.54429)  0.2518
H (-4.05118, -5.24002, 3.16279)  -0.1333
C (2.44925, -0.60378, 5.18702)  -1.3566
C (1.50705, -0.87880, 4.02402)  1.2336
O (2.18344, -0.82390, 2.82384)  -0.6508
H (1.90428, -0.37535, 6.10296)  0.1060
H (2.90411, 0.35992, 4.95793)  0.3521
H (3.16277, -1.42071, 5.29474)  0.3707
H (0.86553, -0.00337, 3.92310)  -0.2314
H (1.03654, -1.86169, 4.04969)  -0.0708
H (1.58499, -0.51249, 2.14084)  -0.1511
C (-0.01405, -10.12507, 6.48686)  -0.8739
O (0.89973, -10.06771, 5.41289)  -0.3362
C (0.44701, -9.03278, 4.42416)  -0.6511
C (1.26085, -7.78389, 4.74769)  -0.6333
N (0.72850, -6.50063, 4.20234)  -0.0463
C (0.79880, -6.37828, 2.76129)  -0.5737
C (0.29488, -5.11655, 2.19156)  -0.3377
O (1.21531, -4.65391, 1.16137)  -0.3135
C (0.84189, -3.37502, 0.73530)  0.2512
H (0.18173, -10.81945, 7.30393)  0.2961
H (-0.99938, -10.48436, 6.18997)  0.3303
H (-0.31546, -9.16017, 6.89456)  0.3671
H (-0.59177, -8.76370, 4.61558)  0.3689
H (0.58702, -9.28885, 3.37395)  0.3130
H (2.32831, -7.87250, 4.54574)  0.3366
H (1.21779, -7.74967, 5.83630)  0.3364
H (1.30455, -5.74784, 4.55100)  0.1908
H (0.33160, -7.29841, 2.41034)  0.2987
H (1.84453, -6.42406, 2.45723)  0.2377
H (0.15895, -4.43006, 3.02723)  -0.2545
H (-0.62540, -5.18339, 1.61128)  0.2876
H (1.08924, -2.51586, 1.35882)  -0.0663
H (-0.22639, -3.29954, 0.53234)  0.3848
H (1.31455, -3.22544, -0.23543)  -0.0988
C (-1.24406, 4.09738, -0.73295)  0.4648
O (-0.75169, 5.30850, -1.33443)  -0.5014
C (0.50906, 5.22082, -2.02983)  -0.1311
C (0.44061, 4.14689, -3.18269)  -1.0069
N (1.31943, 4.40533, -4.31011)  0.2512
C (0.96101, 3.97714, -5.65701)  -0.2939
C (1.64267, 4.88119, -6.75927)  -0.7674
O (0.77308, 5.60145, -7.57977)  -0.4289
C (0.16613, 6.74673, -6.98839)  -0.8236
H (-1.20904, 4.11208, 0.35639)  -0.0538
H (-0.72161, 3.21303, -1.09773)  -0.5738
H (-2.29906, 3.92538, -0.94623)  0.3370
H (1.38107, 4.94752, -1.43570)  -0.0058
H (0.67259, 6.19672, -2.48694)  0.4168
H (-0.61350, 4.26397, -3.43421)  0.6111
H (0.34387, 3.10246, -2.88619)  0.2690
H (2.24005, 4.14358, -3.98753)  -0.1325
H (-0.11864, 4.06864, -5.77571)  0.4598
H (1.08187, 2.90234, -5.79219)  0.0849
H (2.23794, 4.18294, -7.34766)  0.4014
H (2.47558, 5.50915, -6.44299)  0.4498
H (0.10738, 7.52550, -7.74877)  0.3049
H (0.80633, 7.25362, -6.26637)  0.3396
H (-0.77540, 6.63605, -6.45046)  0.2926
C (-3.69171, -0.75453, 2.10691)  -0.7101
O (-2.72994, 0.11902, 1.57202)  0.1869
C (-1.80730, -0.43499, 0.76194)  -1.4794
C (-0.62395, 0.36706, 0.19079)  1.3818
N (0.22934, 0.85208, 1.24662)  1.3285
C (1.26403, 1.79397, 0.75330)  -0.2849
C (2.28363, 1.38734, -0.30748)  0.6942
O (1.60884, 1.28194, -1.52996)  0.3829
C (1.87873, 0.03212, -2.16829)  -0.6364
H (-4.28452, -0.21887, 2.84836)  -0.1713
H (-3.13420, -1.46905, 2.71251)  0.3746
H (-4.29045, -1.34688, 1.41503)  0.0411
H (-2.32223, -1.13706, 0.10617)  0.5087
H (-1.38988, -1.23272, 1.37635)  0.1779
H (-0.92247, 1.17730, -0.47440)  -0.5654
H (-0.10856, -0.31759, -0.48279)  -0.3789
H (-0.44331, 1.14220, 1.94194)  -0.4752
H (1.85293, 2.23218, 1.55906)  0.5044
H (0.68515, 2.65073, 0.40838)  -0.5134
H (2.75072, 0.48380, 0.08436)  0.4744
H (2.91756, 2.27287, -0.35281)  -0.9658
H (1.16523, -0.26451, -2.93708)  -0.4756
H (1.78157, -0.72324, -1.38849)  0.3017
H (2.89291, 0.08301, -2.56445)  0.4028
C (-3.05954, 0.00736, -9.83031)  -0.8613
O (-2.20298, -1.12278, -9.86980)  -0.2980
C (-1.43003, -1.09839, -11.04887)  -0.6363
C (-0.08212, -1.82631, -11.21784)  -0.7997
N (1.00437, -1.15449, -10.51539)  -0.2763
C (0.72920, -1.07813, -9.12005)  -0.5368
C (1.97763, -0.57578, -8.37674)  -0.6657
O (1.64637, -0.45338, -6.97109)  0.0428
C (2.75646, -0.08555, -6.13802)  -0.6510
H (-3.72469, -0.04587, -8.96843)  0.2606
H (-3.50407, 0.16635, -10.81277)  0.3649
H (-2.45334, 0.90536, -9.71105)  0.3407
H (-1.33497, -0.11756, -11.51472)  0.4245
H (-2.16865, -1.45327, -11.76762)  0.5660
H (0.05344, -1.92658, -12.29472)  0.4117
H (-0.07019, -2.87233, -10.91158)  0.3039
H (1.45058, -0.36828, -10.96578)  0.2798
H (0.48397, -2.05058, -8.69306)  0.2912
H (-0.09130, -0.40383, -8.87473)  0.1656
H (2.28585, 0.38066, -8.79902)  0.3629
H (2.78275, -1.30574, -8.46062)  0.3429
H (2.37366, 0.32525, -5.20379)  -0.1751
H (3.44244, 0.61803, -6.60972)  0.4777
H (3.34599, -0.89645, -5.71024)  0.2791
C (-0.48465, 1.61565, 6.70922)  -0.6155
O (-0.61532, 2.85651, 6.05911)  -0.5036
C (-1.48714, 2.85109, 4.93546)  -0.3817
C (-1.53184, 4.26163, 4.35978)  1.1310
N (-0.41363, 4.31912, 3.47204)  0.1921
C (-0.23861, 5.65323, 2.93650)  -1.1870
C (1.12142, 5.62900, 2.10987)  0.0303
O (2.22593, 5.28856, 2.99624)  -0.4422
C (3.48735, 5.34027, 2.33543)  -0.6291
H (-1.18309, 1.47837, 7.53471)  0.3646
H (0.39451, 1.51622, 7.34584)  0.3554
H (-0.45445, 0.80003, 5.98675)  0.0969
H (-2.40547, 2.32980, 5.20569)  0.6857
H (-1.17428, 2.13724, 4.17346)  -0.2619
H (-1.41572, 4.93039, 5.21262)  0.4572
H (-2.47181, 4.34045, 3.81355)  -1.1171
H (0.38440, 3.96955, 3.98296)  0.1987
H (-0.10385, 6.39701, 3.72182)  0.5221
H (-1.14784, 5.87676, 2.37841)  0.3944
H (1.18011, 6.66400, 1.77309)  0.5373
H (1.16733, 4.93045, 1.27438)  -0.1933
H (3.52495, 6.34887, 1.92380)  0.3576
H (3.63729, 4.64275, 1.51137)  0.2084
H (4.25211, 5.29510, 3.11080)  0.2851

Atomic forces in eV per Å
-1.906 0.059 1.839
1.413 -0.582 0.237
0.649 0.170 -0.968
0.831 1.618 -0.383
-0.058 -0.181 0.357
0.052 0.393 -0.585
-0.024 0.468 0.077
1.079 0.063 -0.206
-0.008 -0.632 -0.401
0.033 0.525 0.341
-0.319 -1.011 -0.460
-0.643 -0.281 0.209
-0.204 0.020 0.335
-0.004 0.047 -0.325
-0.084 -0.022 0.007
-0.502 -0.483 0.473
-0.202 -0.019 -0.042
1.875 -1.193 -0.340
-0.515 0.764 0.198
0.205 -0.015 -1.153
1.458 0.939 0.339
-1.355 -1.326 0.969
-1.045 -0.166 0.996
-0.032 -0.155 0.087
0.392 -0.026 -0.311
-0.372 0.357 0.009
0.247 0.745 0.250
-0.158 -0.348 -0.082
0.042 0.075 0.419
-0.639 1.050 -0.388
-0.476 0.109 -0.993
0.102 -0.372 0.182
0.670 0.080 0.006
-0.517 -0.471 -0.235
0.796 -0.315 -0.174
-1.716 -0.957 -0.850
1.683 0.016 2.007
-0.038 -0.310 -2.235
-0.216 1.259 0.090
-0.105 0.754 -0.573
-0.099 -0.640 -0.005
0.514 0.120 0.513
-0.701 0.656 0.180
0.254 -0.050 -0.667
-0.295 0.364 -0.207
-0.097 -0.529 0.010
0.134 0.578 0.759
-0.134 -0.349 -0.298
-0.323 -0.620 0.718
-0.129 -0.762 0.127
0.262 0.636 0.073
0.937 -0.226 -0.731
-0.593 -1.180 0.220
-1.239 1.255 0.205
0.185 -0.350 -2.164
0.788 -0.625 1.685
-0.023 -0.177 0.679
-0.258 -0.128 0.279
0.338 0.378 -0.053
-0.273 0.071 -0.091
0.235 0.097 -0.084
1.013 0.168 0.409
-0.431 -0.277 0.577
-0.636 0.142 -0.159
-0.271 0.068 0.335
-0.062 0.776 -1.091
0.439 0.170 0.391
-0.148 -0.067 -0.282
0.064 0.170 0.096
-0.904 -0.047 -1.779
0.014 -0.788 2.240
0.151 1.769 -2.161
-0.647 -2.136 -0.295
0.633 0.756 0.579
-0.108 -0.484 0.139
0.098 0.801 0.037
0.129 -0.270 0.574
-0.190 0.070 -0.261
0.150 -0.765 0.329
-0.138 0.021 -0.111
-0.237 -0.181 0.977
0.541 0.209 -0.204
0.165 0.493 0.282
-0.426 1.143 -0.153
0.659 -0.769 -0.340
0.437 0.425 -0.409
0.183 1.083 -1.528
-2.122 1.536 0.445
-0.083 -1.109 -0.843
0.199 0.209 0.086
-0.169 -0.878 0.948
0.049 0.334 0.001
0.012 -0.045 0.241
0.247 -0.195 0.560
0.148 0.663 0.392
0.171 -0.522 -0.738
0.502 0.066 0.547
0.351 -0.006 0.424
-0.359 -0.358 0.437
-0.088 -0.056 -0.585
0.028 -0.483 0.721
0.382 -0.781 -0.589
0.186 -0.812 0.519
-1.745 0.077 1.003
1.166 0.211 -0.245
0.519 -0.056 -1.031
-0.452 -1.088 -0.177
0.864 0.599 0.466
-0.045 0.490 0.446
-0.195 0.475 -0.615
0.023 -0.156 0.075
-0.324 -0.042 0.290
-0.587 -0.034 -0.695
0.255 -0.241 0.370
-0.048 -0.341 -0.009
-0.119 0.576 0.194
0.064 0.402 -0.027
0.228 -0.200 -0.012
0.268 0.076 -0.582
-0.565 0.386 0.514
-0.753 0.081 -0.949
0.628 -0.363 0.357
0.547 0.016 0.472
0.136 -0.561 -0.264
-0.041 0.092 -0.104
0.107 0.548 -0.203
-0.021 -0.211 0.192
-0.075 0.067 0.003
-0.540 -1.261 -1.530
-0.991 1.499 1.036
1.409 1.174 1.488
0.084 0.379 -0.399
0.482 0.123 0.996
0.004 -0.659 -0.399
-0.835 -0.739 -1.273
-0.614 -0.830 -0.501
1.022 0.285 0.580
-0.465 0.361 -0.441
-0.271 0.758 0.361
2.294 -0.402 -1.460
-0.123 -0.596 0.095
0.630 -0.197 -0.122
0.155 0.261 0.228
-1.162 -0.394 0.851
-0.666 0.140 0.667
-0.498 0.318 -0.203
-1.661 -0.010 -0.073
-0.682 0.678 -1.083
0.791 0.390 1.232
-0.155 1.083 0.338
-0.219 -0.242 0.831
0.964 -2.256 0.095
-0.316 0.726 -1.339
0.032 0.230 1.504
-0.186 0.271 -1.281
1.200 0.133 -0.190
-0.227 -0.297 -0.759
0.729 0.436 0.239
-0.145 -0.303 -0.179
0.007 -0.899 0.313
0.201 -0.485 -0.494
-0.109 0.477 0.117
-0.013 0.064 0.571
-0.242 0.294 -0.666
0.387 -0.206 -0.364
0.076 0.603 -0.169
-0.578 -0.296 0.689
0.341 -0.316 0.583
-0.375 -0.205 0.073
0.209 0.111 -0.069
0.113 -0.019 -0.231
0.506 -0.503 0.151
-0.201 -1.536 -0.799
-2.144 0.726 -0.188
-0.076 0.574 0.921
-0.018 1.019 0.504
0.614 -1.691 0.479
-0.736 0.287 0.017
0.987 0.879 0.115
0.468 0.232 0.176
0.139 0.130 0.056
-0.104 0.428 -0.420
-0.097 0.322 0.808
-0.026 -0.112 0.063
-0.198 0.477 -1.024
1.103 -0.225 0.635
0.233 -0.026 -0.696
-0.131 0.459 0.082
0.670 -0.209 -0.432
-0.548 -0.137 -0.924
-0.386 0.463 1.083
-0.575 -0.333 -0.371
0.526 -0.434 0.356
-0.223 -0.642 -0.395
1.098 -0.488 1.244
-1.879 3.421 0.601
1.302 -3.176 -0.245
-1.280 -0.471 -0.552
1.204 -1.482 -0.428
-1.344 1.382 1.113
-1.916 0.675 1.339
-0.137 -0.830 -1.233
0.068 0.112 0.725
-0.228 0.241 -0.470
-0.044 -0.575 0.108
-0.022 0.385 -0.445
-0.016 0.567 -1.492
1.201 -0.296 0.403
-0.447 0.268 -0.046
0.084 -0.253 0.195
0.751 1.054 0.500
-0.093 -0.439 0.584
0.361 0.364 -0.593
0.542 -0.151 -0.624
0.720 -0.298 -0.021
-0.108 0.658 -0.085
0.382 -0.457 -0.182
0.139 -0.430 -0.170
1.081 0.297 -0.082
0.662 0.249 1.020
-1.319 -0.581 -1.985
-0.392 0.458 0.609
0.110 -1.352 -0.935
1.194 0.973 1.274
-0.574 -0.545 0.972
0.823 0.307 -0.308
-0.543 -0.024 0.374
-0.196 -0.315 -0.425
-0.844 -0.312 0.089
0.224 0.272 0.292
0.612 0.833 0.865
0.195 -0.965 -0.752
0.340 0.552 -0.091
-0.438 -0.014 0.474
-0.470 0.106 0.185
-0.110 -0.212 -0.339
-0.215 0.139 0.103
0.194 0.250 0.108
0.178 -0.008 -0.284
-0.417 0.567 -0.285
-0.128 0.149 -0.148
0.114 -0.802 -0.756
0.186 -0.354 0.478
0.561 0.365 0.054
-0.323 -1.090 0.715
-0.148 -2.146 0.615
-0.321 0.336 -0.527
2.365 -1.614 -0.420
-0.765 0.536 1.202
-0.937 -0.248 -0.463
-0.788 1.438 0.473
-1.122 -0.154 -0.601
0.888 0.653 -0.686
-0.335 -0.211 0.218
-0.820 0.824 0.457
0.834 0.101 -0.394
-0.525 0.481 0.025
0.040 0.528 0.080
0.442 0.341 -0.117
-0.024 0.343 0.183
0.343 0.290 -0.481
0.711 0.106 -0.420
-0.517 0.020 -0.126
0.500 0.161 -0.396
-0.146 -0.415 0.150
0.002 -0.430 -0.177

Calculated values
Net charge   -1
Energy   -127935.6964 eV
Spin multiplicity   2
Largest force on an atom   0.0768 hartree/bohr
Orbital gap (spin up / spin down)   1.2 / 8.2 eV
HOMO level (spin up / spin down)   0.31 / -6.69 eV